1.
Density functional theory data (the ωB97M-V functional and the def2-TZVPD basis) for a cluster of 13 separate species, C39H87O46P7 in total at a distorted geometry.

The geometry in XYZ format:
```
179
Properties=species:S:1:pos:R:3:mulliken_charge:R:1
C 4.01 -3.02 -3.68 -0.52
C 5.11 -2.48 -2.70 -0.16
O 4.83 -1.06 -2.58 -0.31
C 3.62 -0.87 -3.09 0.19
O 3.06 0.19 -3.02 -0.49
O 3.09 -1.92 -3.74 0.01
H 3.48 -3.90 -3.34 0.31
H 4.40 -3.10 -4.71 0.48
H 6.14 -2.65 -2.97 0.43
H 4.99 -2.79 -1.65 -0.23
C -5.06 4.96 -1.18 -0.45
C -5.39 4.61 0.25 -0.53
O -4.76 3.33 0.41 -0.13
C -3.82 3.21 -0.51 -0.79
O -3.09 2.23 -0.50 0.60
O -3.83 4.23 -1.38 0.11
H -4.89 5.98 -1.53 0.33
H -5.87 4.53 -1.78 0.27
H -6.45 4.61 0.42 0.40
H -4.86 5.29 0.93 0.23
C -2.09 2.78 2.33 0.84
C -1.38 3.67 1.30 0.45
O -0.17 4.09 2.01 -0.43
C 0.05 3.25 3.08 0.45
O 1.14 3.23 3.58 -0.44
O -1.09 2.53 3.34 -0.27
H -2.47 1.90 1.81 -0.63
H -2.87 3.18 2.99 0.28
H -1.90 4.62 1.09 0.14
H -1.08 3.16 0.37 -0.32
C -2.23 -0.86 2.04 2.21
C -2.16 -1.97 3.13 0.83
O -3.17 -1.66 4.02 -0.40
C -3.86 -0.64 3.51 0.36
O -4.83 -0.18 4.05 -0.63
O -3.53 -0.23 2.28 -0.44
H -2.22 -1.22 1.02 -0.83
H -1.46 -0.12 2.22 -0.94
H -1.18 -1.87 3.58 -0.71
H -2.37 -2.99 2.79 0.37
C 5.14 -5.46 0.43 -0.28
C 6.42 -4.64 0.56 -0.37
O 5.90 -3.31 0.54 -0.33
C 4.73 -3.40 1.14 0.59
O 4.15 -2.50 1.70 -0.43
O 4.17 -4.62 1.13 -0.20
H 5.08 -6.41 0.99 0.38
H 4.93 -5.63 -0.68 0.14
H 7.15 -4.81 -0.23 0.28
H 6.92 -4.70 1.55 0.32
C -0.11 -0.47 -4.48 1.30
C -1.29 -0.72 -5.44 0.03
O -1.00 0.11 -6.65 -0.42
C -0.01 0.96 -6.21 0.25
O 0.48 1.87 -6.84 -0.58
O 0.44 0.74 -4.94 0.23
H 0.63 -1.28 -4.36 -0.32
H -0.49 -0.27 -3.49 -1.06
H -2.28 -0.50 -4.99 0.02
H -1.30 -1.75 -5.73 0.33
C -1.64 6.48 -2.93 -0.23
O -2.33 6.08 -4.12 -0.39
P -1.68 5.08 -5.13 0.35
O -2.54 4.84 -6.32 -0.80
O -0.24 5.63 -5.26 -0.27
C 0.70 4.80 -5.99 -0.33
O -1.43 3.76 -4.30 0.65
C -2.35 2.66 -4.31 -0.36
H -2.38 6.94 -2.28 0.26
H -0.84 7.17 -3.14 0.34
H -1.28 5.56 -2.47 -0.14
H 0.32 4.52 -6.97 0.33
H 0.93 3.96 -5.34 -0.05
H 1.61 5.38 -6.15 0.28
H -1.94 1.86 -3.72 -0.35
H -2.62 2.31 -5.32 0.42
H -3.34 2.90 -3.89 0.28
C 2.00 -5.26 6.91 -0.84
O 1.21 -4.39 6.07 -0.01
P -0.10 -4.93 5.41 0.44
O -0.52 -6.28 5.78 -0.85
O -1.13 -3.72 5.65 0.48
C -2.00 -3.74 6.78 -1.01
O 0.08 -4.75 3.88 -0.43
C 0.83 -3.77 3.10 0.29
H 2.33 -4.66 7.77 0.20
H 2.90 -5.47 6.34 0.29
H 1.49 -6.18 7.23 0.38
H -1.86 -4.64 7.39 0.41
H -3.06 -3.75 6.49 0.26
H -1.82 -2.85 7.38 0.31
H 0.35 -3.77 2.13 0.04
H 1.86 -4.16 3.02 0.30
H 0.79 -2.83 3.62 -0.37
C 4.06 5.57 0.07 -0.70
O 4.32 5.13 -1.31 -0.33
P 3.06 5.12 -2.23 0.58
O 2.09 6.24 -2.32 -0.70
O 3.77 4.86 -3.62 -0.39
C 4.60 3.72 -3.94 -0.45
O 2.46 3.66 -1.84 0.47
C 1.23 3.19 -2.33 0.24
H 4.68 5.00 0.74 0.27
H 3.01 5.40 0.36 0.28
H 4.31 6.60 0.16 0.32
H 5.27 4.00 -4.78 0.34
H 4.05 2.79 -4.23 0.07
H 5.25 3.45 -3.09 0.27
H 1.47 2.43 -3.05 0.27
H 0.58 3.99 -2.67 -0.13
H 0.66 2.64 -1.54 -0.47
C 2.57 2.84 6.69 -0.58
O 2.73 1.41 6.96 -0.28
P 1.45 0.63 7.32 0.12
O 0.52 1.30 8.15 -0.77
O 1.98 -0.65 8.01 -0.31
C 2.96 -1.57 7.48 -0.13
O 0.89 0.21 5.92 0.79
C -0.49 0.32 5.64 -0.16
H 1.63 3.11 6.21 0.18
H 3.42 3.15 6.09 0.26
H 2.65 3.44 7.61 0.32
H 2.76 -1.81 6.40 0.01
H 2.78 -2.54 7.94 0.00
H 3.99 -1.21 7.61 0.28
H -0.85 1.33 5.87 0.48
H -1.18 -0.39 6.14 0.26
H -0.65 0.25 4.53 -0.44
C -6.38 0.49 0.55 0.20
O -6.40 0.35 -0.86 -0.13
P -5.86 -0.92 -1.59 0.26
O -6.47 -2.18 -1.17 -0.80
O -6.11 -0.57 -3.12 -0.19
C -7.35 -0.81 -3.81 -0.79
O -4.33 -0.87 -1.39 0.47
C -3.47 -2.06 -1.58 -0.76
H -5.39 0.15 0.86 -0.26
H -7.23 -0.08 0.96 0.30
H -6.56 1.57 0.67 0.05
H -7.69 -1.83 -4.01 0.28
H -7.31 -0.24 -4.74 0.24
H -8.16 -0.39 -3.20 0.31
H -3.21 -2.04 -2.66 0.35
H -4.05 -2.92 -1.29 0.80
H -2.53 -1.85 -1.09 -0.46
C 1.43 -3.32 -1.12 0.25
O 1.38 -4.22 -2.26 0.13
P 0.02 -4.48 -3.00 -0.15
O -0.68 -3.24 -3.36 0.26
O -0.82 -5.52 -2.20 -0.39
C -2.25 -5.29 -2.00 -0.54
O 0.50 -5.25 -4.29 -0.47
C 1.06 -4.56 -5.47 -0.25
H 0.77 -2.47 -1.21 -0.31
H 2.44 -2.92 -1.18 -0.41
H 1.15 -3.67 -0.12 0.69
H -2.31 -4.52 -1.23 0.05
H -2.65 -6.23 -1.63 0.36
H -2.79 -4.96 -2.86 0.31
H 2.08 -4.20 -5.35 0.10
H 0.45 -3.69 -5.76 0.00
H 0.98 -5.26 -6.32 0.37
C 2.57 0.02 3.12 -0.30
O 1.52 0.51 2.19 -0.05
P 1.11 -0.30 0.97 -0.71
O 0.67 -1.65 1.22 -0.01
O 2.39 -0.22 0.06 1.54
C 3.11 0.97 -0.12 -0.73
O 0.06 0.68 0.29 0.74
C -0.40 0.31 -1.00 0.22
H 2.36 -0.98 3.50 -0.09
H 2.46 0.67 3.98 -0.06
H 3.56 0.06 2.67 0.35
H 3.02 1.28 -1.15 -0.25
H 4.17 0.70 0.03 0.29
H 2.91 1.76 0.62 0.23
H 0.42 0.09 -1.67 0.23
H -1.04 1.10 -1.40 0.03
H -0.99 -0.60 -0.92 -0.66
```

Highest occupied orbital energy   -10.14 eV
E   -201076.1992 eV
Frontier orbital gap   9.90 eV
LUMO level   -0.24 eV


2.
Density functional theory data (the ωB97M-V functional and the def2-TZVPD basis) for a cluster of 5 separate species, C21H46Br2Cl2I2N2O12P3S4 in total at a distorted geometry.

The geometry in XYZ format:
```
94
Properties=species:S:1:pos:R:3:mulliken_charge:R:1
C 2.78 -0.38 4.16 -1.49
C 2.84 -0.45 2.65 1.03
N 3.97 -0.51 2.08 -0.88
C 1.50 -0.35 1.94 0.30
P 0.89 -1.66 0.68 1.13
I -1.20 -2.06 2.41 -0.29
C 0.07 -3.03 -0.33 -0.56
C -1.19 -3.03 -1.18 -1.51
O -2.30 -2.16 -0.82 0.12
C -3.44 -2.73 -1.25 -0.05
O -3.69 -2.91 -2.40 -0.53
C 2.04 -3.06 1.45 -1.12
C 1.68 -3.68 2.75 0.27
O 1.92 -3.30 3.85 -0.47
Cl 0.84 -5.30 2.58 -0.28
O 0.11 -0.32 -0.20 -0.10
C 0.70 0.18 -1.31 -1.78
I -0.90 0.04 -2.87 0.05
C 0.93 1.75 -1.33 -0.10
Br -0.76 2.71 -1.31 0.02
C 1.76 2.33 -0.15 0.04
C 0.98 2.88 1.05 -1.69
Br 2.81 3.84 -0.86 -0.06
C 2.00 -0.70 -1.60 0.19
P 3.63 0.36 -1.55 0.55
O 3.60 1.24 -2.90 -0.44
Cl 5.16 -1.02 -1.96 -0.30
P 2.08 -1.95 -3.00 1.23
N 0.84 -2.59 -3.68 -0.80
O 3.01 -3.12 -2.42 -0.63
O 2.88 -1.11 -4.12 -0.55
O 2.24 -1.47 -0.43 -0.55
H 3.15 0.60 4.46 0.36
H 1.76 -0.45 4.50 0.28
H 3.40 -1.14 4.62 0.26
H 3.85 -0.51 1.07 0.23
H 0.73 -0.23 2.69 0.48
H 1.49 0.59 1.41 -0.85
H -0.02 -3.85 0.38 0.50
H 0.85 -3.34 -1.03 0.34
H -0.94 -2.84 -2.22 0.38
H -1.57 -4.05 -1.16 0.61
H -4.11 -3.07 -0.46 0.39
H 3.05 -2.69 1.54 0.74
H 2.09 -3.87 0.73 0.78
H 1.35 2.04 -2.28 0.84
H 2.51 1.65 0.23 0.28
H 0.60 3.87 0.87 0.58
H 0.18 2.19 1.32 0.33
H 1.68 2.92 1.89 0.45
H 2.92 0.98 -3.54 0.34
H 0.85 -3.60 -3.59 0.26
H 3.50 -2.85 -1.63 0.42
H 2.67 -1.53 -4.96 0.37
C -0.23 -3.02 6.40 -0.50
S 0.34 -1.60 7.32 0.41
O 1.61 -1.18 6.68 -0.52
C 0.77 -2.48 8.83 -1.00
H -0.50 -2.68 5.40 -0.16
H 0.58 -3.75 6.33 0.26
H -1.10 -3.45 6.89 0.45
H 1.50 -3.25 8.59 0.30
H -0.13 -2.92 9.26 0.37
H 1.20 -1.76 9.52 0.33
C -3.20 1.50 3.02 -0.59
S -3.84 2.42 1.62 0.36
O -2.68 2.67 0.72 -0.43
C -4.15 3.95 2.52 -1.02
H -2.90 0.51 2.66 -0.09
H -2.34 2.02 3.43 0.28
H -3.98 1.39 3.77 0.45
H -3.21 4.30 2.96 0.29
H -4.90 3.78 3.28 0.38
H -4.51 4.69 1.80 0.33
C -6.23 -3.32 -6.61 -0.92
S -6.50 -2.30 -5.16 0.55
O -7.47 -1.24 -5.55 -0.66
C -4.87 -1.55 -5.16 -0.93
H -7.16 -3.85 -6.82 0.31
H -5.97 -2.68 -7.46 0.29
H -5.43 -4.03 -6.41 0.33
H -4.71 -1.04 -6.10 0.44
H -4.12 -2.32 -5.00 0.32
H -4.83 -0.84 -4.33 0.28
C 1.73 7.63 -2.47 -0.85
S 1.21 6.84 -4.00 0.42
O 1.31 5.38 -3.78 -0.48
C 2.65 7.33 -4.96 -0.95
H 0.99 7.40 -1.71 0.29
H 2.70 7.22 -2.17 0.23
H 1.79 8.71 -2.62 0.38
H 3.55 6.95 -4.48 0.28
H 2.68 8.42 -5.04 0.37
H 2.55 6.89 -5.95 0.31
```

Highest occupied orbital energy   -5.34 eV
E   -302612.2462 eV
Frontier orbital gap   7.31 eV
Total charge   -1
LUMO level   1.97 eV


3.
Density functional theory data (the ωB97M-V functional and the def2-TZVPD basis) for a structure of composition C62H52NO7P2Pd at a distorted geometry.

The geometry in XYZ format:
```
125
Properties=species:S:1:pos:R:3:mulliken_spin:R:1
C 5.12 -1.21 1.72 0.02
C 4.93 0.18 1.77 -0.01
C 3.65 0.71 1.84 0.01
C 2.51 -0.12 1.86 -0.05
C 1.14 0.54 1.94 0.06
C -0.01 -0.26 1.71 0.03
N -1.31 0.21 1.73 0.12
C -1.55 1.55 1.70 0.17
C -2.82 2.08 1.68 -0.04
C -3.92 1.24 1.72 0.33
C -3.72 -0.14 1.76 -0.09
C -2.40 -0.68 1.73 0.03
C -2.22 -2.06 1.74 0.04
C -3.31 -2.93 1.82 0.14
C -4.62 -2.42 1.89 -0.08
C -4.82 -1.04 1.85 0.17
O 1.12 1.76 2.22 0.06
C 2.71 -1.50 1.84 0.00
C 4.00 -2.05 1.75 -0.01
H 6.12 -1.64 1.64 0.00
H 5.79 0.85 1.73 0.00
H 3.53 1.80 1.88 0.00
H 0.12 -1.30 1.45 0.01
H -0.68 2.17 1.73 0.04
H -2.88 3.16 1.65 0.00
H -4.93 1.63 1.71 0.02
H -1.23 -2.51 1.71 -0.01
H -3.13 -4.01 1.83 0.02
H -5.47 -3.10 1.96 0.00
H -5.82 -0.62 1.89 0.01
H 1.85 -2.16 1.90 0.00
H 4.11 -3.14 1.70 0.00
C 4.10 3.08 12.85 0.00
C 5.29 3.07 12.12 0.00
C 5.33 3.68 10.86 0.00
C 4.17 4.26 10.38 0.00
O 4.18 4.67 9.01 0.00
P 4.20 3.54 7.84 0.00
O 4.48 4.38 6.49 0.00
C 4.44 5.76 6.33 0.00
C 5.57 6.28 5.72 0.00
C 5.79 7.65 5.85 0.00
C 4.82 8.42 6.52 0.00
C 3.64 7.87 7.03 0.00
C 3.42 6.50 6.91 0.00
O 5.65 2.82 8.02 0.00
C 6.57 2.53 6.99 0.00
C 7.92 2.56 7.31 0.00
C 8.85 2.46 6.27 0.00
C 8.40 2.32 4.95 0.00
C 7.04 2.23 4.66 0.00
C 6.11 2.30 5.70 0.00
Pd 2.27 2.36 7.62 0.01
P 0.63 2.49 9.25 0.00
O 0.86 2.08 10.83 0.00
C -0.05 2.24 11.93 0.00
C -0.17 1.23 12.88 0.00
C -1.11 1.42 13.91 0.00
C -1.90 2.57 13.96 0.00
C -1.75 3.56 12.98 0.00
C -0.76 3.42 12.01 0.00
O -0.09 3.97 9.28 0.00
C -1.35 4.29 8.72 0.00
C -2.23 5.03 9.49 0.00
C -3.56 5.14 9.06 0.00
C -3.94 4.53 7.87 0.00
C -3.02 3.84 7.08 0.00
C -1.69 3.75 7.49 0.00
O -0.64 1.54 8.90 0.00
C -1.10 0.43 9.62 0.00
C -2.43 0.48 9.99 0.00
C -2.89 -0.50 10.88 0.00
C -2.02 -1.50 11.30 0.00
C -0.70 -1.57 10.84 0.00
C -0.22 -0.59 9.97 0.00
C 2.45 0.25 7.23 0.00
C 3.76 -0.28 7.68 0.00
C 3.97 -0.66 9.02 0.00
C 5.14 -1.33 9.39 0.00
C 6.15 -1.55 8.44 0.00
C 5.99 -1.07 7.14 0.00
C 4.80 -0.46 6.76 0.00
C 2.22 0.88 5.97 0.00
C 1.01 1.55 5.81 0.00
C 2.97 4.26 11.07 0.00
C 2.93 3.66 12.34 0.00
H 4.05 2.65 13.85 0.00
H 6.21 2.61 12.52 0.00
H 6.22 3.65 10.24 0.00
H 6.25 5.56 5.28 0.00
H 6.72 8.06 5.45 0.00
H 5.00 9.49 6.62 0.00
H 2.89 8.47 7.56 0.00
H 2.51 6.00 7.26 0.00
H 8.18 2.70 8.36 0.00
H 9.92 2.50 6.52 0.00
H 9.15 2.27 4.15 0.00
H 6.67 2.15 3.62 0.00
H 5.05 2.19 5.48 0.00
H 0.48 0.37 12.80 0.00
H -1.19 0.64 14.67 0.00
H -2.62 2.69 14.77 0.00
H -2.37 4.46 12.94 0.00
H -0.56 4.23 11.32 0.00
H -1.87 5.47 10.42 0.00
H -4.26 5.70 9.70 0.00
H -4.99 4.62 7.55 0.00
H -3.32 3.32 6.15 0.00
H -0.94 3.25 6.88 0.00
H -3.01 1.30 9.57 0.00
H -3.92 -0.42 11.22 0.00
H -2.38 -2.25 12.00 0.00
H -0.01 -2.36 11.18 0.00
H 0.79 -0.62 9.56 0.00
H 1.55 -0.09 7.76 0.00
H 3.18 -0.47 9.74 0.00
H 5.25 -1.70 10.40 0.00
H 7.05 -2.11 8.71 0.00
H 6.78 -1.20 6.39 0.00
H 4.66 -0.13 5.73 0.00
H 2.99 0.88 5.20 0.00
H 0.12 1.19 6.34 -0.01
H 0.86 2.26 5.00 0.00
H 2.10 4.70 10.58 0.00
H 2.00 3.70 12.91 0.00
```

Spin multiplicity   2
Relative energy (zero: lowest compared OMol25 entry of this formula, charge and spin)   0.00 kcal per mole
Highest occupied orbital energy (spin up / spin down)   -0.08 / -0.08 eV
E   -103018.8075 eV
Frontier orbital gap (spin up / spin down)   3.81 / 3.82 eV
Total charge   -2
LUMO level (spin up / spin down)   3.73 / 3.73 eV


Which of these has the lowest E? C21H46Br2Cl2I2N2O12P3S4


The lowest E belongs to which entry? C21H46Br2Cl2I2N2O12P3S4